# 1
A molecular structure, C54H45BaF3N7SSb in a non-equilibrium geometry, computed with the ωB97M-V functional and the def2-TZVPD basis.

CARTESIAN COORDINATES (ANGSTROEM)
Ba1 -0.778 -0.670 -0.219
C1 -2.044 -2.174 3.252
N1 -0.883 -1.405 2.849
C2 -0.790 -0.197 3.647
C3 -1.741 0.880 3.165
C4 -1.919 2.044 3.937
C5 -2.511 3.134 3.322
C6 -3.013 3.010 2.018
C7 -2.912 1.792 1.413
N2 -2.227 0.775 1.953
C8 0.402 -2.128 2.898
C9 0.259 -3.492 2.287
C10 0.526 -4.680 2.967
C11 0.134 -5.860 2.360
C12 -0.401 -5.821 1.078
C13 -0.531 -4.594 0.460
N3 -0.260 -3.433 1.047
C14 -2.841 -2.805 2.121
C15 -3.496 -4.039 2.314
C16 -4.205 -4.572 1.261
C17 -4.264 -3.850 0.061
C18 -3.638 -2.624 -0.007
N4 -2.917 -2.118 1.004
H1 -2.724 -1.565 3.865
H2 -1.720 -2.960 3.937
H3 0.213 0.246 3.557
H4 -1.008 -0.378 4.692
H5 -1.540 2.111 4.963
H6 -2.474 4.090 3.833
H7 -3.512 3.866 1.528
H8 -3.307 1.624 0.442
H9 0.786 -2.201 3.937
H10 1.154 -1.573 2.319
H11 0.961 -4.613 3.945
H12 0.247 -6.775 2.911
H13 -0.727 -6.702 0.494
H14 -0.986 -4.528 -0.525
H15 -3.353 -4.585 3.245
H16 -4.664 -5.542 1.346
H17 -4.936 -4.211 -0.724
H18 -3.744 -2.023 -0.914
F1 3.318 -5.671 -2.992
C19 3.086 -4.669 -2.142
F2 4.022 -3.716 -2.311
F3 3.306 -5.146 -0.901
C20 1.702 -4.065 -2.281
C21 0.866 -4.660 -3.208
C22 -0.397 -4.173 -3.401
C23 -0.724 -3.016 -2.705
N5 0.118 -2.425 -1.858
C24 1.346 -2.904 -1.558
S1 2.331 -2.109 -0.367
H19 1.288 -5.487 -3.800
H20 -1.044 -4.649 -4.160
H21 -1.647 -2.502 -2.822
C25 3.098 1.271 -4.772
C26 3.060 0.742 -3.495
C27 1.849 0.624 -2.802
C28 0.686 0.918 -3.477
C29 0.709 1.396 -4.780
C30 1.911 1.575 -5.423
N6 -0.548 0.730 -2.776
N7 -1.546 0.966 -3.483
C31 -2.869 0.858 -2.924
C32 -3.828 1.249 -3.855
C33 -5.178 1.185 -3.513
C34 -5.509 0.692 -2.251
C35 -4.506 0.337 -1.354
C36 -3.128 0.417 -1.627
H22 4.042 1.446 -5.264
H23 3.976 0.425 -3.019
H24 1.751 0.155 -1.831
H25 -0.215 1.652 -5.259
H26 1.895 2.096 -6.395
H27 -3.537 1.583 -4.854
H28 -5.930 1.413 -4.277
H29 -6.561 0.613 -1.975
H30 -4.806 -0.021 -0.383
C37 3.087 6.701 3.372
C38 3.614 5.434 3.673
C39 3.031 4.265 3.112
C40 1.942 4.428 2.265
C41 1.453 5.701 1.931
C42 2.041 6.830 2.467
Sb1 0.972 2.633 1.417
C43 0.853 3.428 -0.575
C44 -0.414 3.349 -1.144
C45 -0.638 3.763 -2.446
C46 0.418 4.255 -3.175
C47 1.680 4.386 -2.597
C48 1.907 3.975 -1.297
C49 2.748 1.382 1.386
C50 3.406 1.016 0.235
C51 4.418 0.066 0.297
C52 4.710 -0.567 1.501
C53 4.029 -0.199 2.650
C54 3.015 0.731 2.583
H31 3.547 7.578 3.793
H32 4.400 5.340 4.393
H33 3.428 3.273 3.380
H34 0.638 5.796 1.225
H35 1.638 7.812 2.199
H36 -1.181 2.798 -0.600
H37 -1.625 3.648 -2.832
H38 0.293 4.610 -4.174
H39 2.498 4.702 -3.208
H40 2.894 3.998 -0.900
H41 3.142 1.520 -0.711
H42 4.894 -0.269 -0.613
H43 5.414 -1.359 1.586
H44 4.240 -0.639 3.591
H45 2.504 1.034 3.472

## Properties
- E_LUMO (eV) = 0.2
- maximum force (eV/A) = 1.71
- net charge = 0
- HOMO energy (eV) = -7.08
- orbital gap (eV) = 7.235
- ΔE to the lowest compared entry with this formula, charge and spin (kcal per mole) = 0.0
- spin multiplicity = 1
- electronic energy (Ha) = -3431.57913

=====

# 2
A molecular structure, C54H46AsCl5N2O3P2PbSe2 in a non-equilibrium geometry, computed with the ωB97M-V functional and the def2-TZVPD basis.

CARTESIAN COORDINATES (ANGSTROEM)
Pb1 1.134 2.271 1.086
O1 3.662 -2.843 4.085
C1 3.459 -1.448 3.906
C2 2.102 -1.036 4.482
C3 2.115 -1.318 6.011
O2 2.863 -0.403 6.787
C4 1.852 0.471 4.312
Se1 2.926 1.448 2.955
C5 0.968 -1.925 3.932
Se2 -0.496 0.147 1.731
H1 4.587 -3.037 3.916
H2 3.503 -1.184 2.845
H3 4.253 -0.862 4.392
H4 2.483 -2.338 6.161
H5 1.092 -1.250 6.390
H6 3.756 -0.351 6.431
H7 2.101 0.985 5.237
H8 0.809 0.661 4.076
H9 0.008 -1.427 4.097
H10 0.983 -2.840 4.532
Cl1 -2.352 2.501 -6.721
C6 -2.085 2.088 -5.073
C7 -1.792 3.078 -4.140
Cl2 -1.757 4.724 -4.630
C8 -1.563 2.743 -2.814
Cl3 -1.217 3.982 -1.674
C9 -1.687 1.417 -2.333
O3 -1.555 1.126 -1.070
C10 -2.009 0.441 -3.314
Cl4 -2.291 -1.169 -2.769
C11 -2.187 0.766 -4.650
Cl5 -2.596 -0.462 -5.788
N1 2.861 -0.501 -1.041
P1 2.918 1.177 -0.810
C12 4.710 1.412 -0.553
C13 5.625 0.726 -1.349
C14 6.982 0.899 -1.140
C15 7.436 1.766 -0.153
C16 6.526 2.469 0.619
C17 5.165 2.290 0.423
C18 2.736 1.824 -2.501
C19 2.757 3.212 -2.620
C20 2.695 3.805 -3.868
C21 2.594 3.010 -5.002
C22 2.541 1.631 -4.884
C23 2.613 1.032 -3.635
P2 1.287 -1.112 -1.501
C24 1.965 -2.616 -2.336
C25 1.717 -2.840 -3.685
C26 2.272 -3.937 -4.333
C27 3.083 -4.818 -3.640
C28 3.347 -4.595 -2.294
C29 2.789 -3.507 -1.647
C30 0.726 -1.951 0.030
C31 0.031 -3.094 -0.094
C32 -0.453 -3.809 1.064
C33 -0.022 -3.475 2.279
C34 1.014 -2.402 2.474
C35 0.929 -1.335 1.370
H11 3.375 -1.024 -0.339
H12 5.268 0.062 -2.126
H13 7.694 0.357 -1.749
H14 8.498 1.890 0.012
H15 6.868 3.156 1.381
H16 4.452 2.816 1.046
H17 2.842 3.819 -1.724
H18 2.721 4.882 -3.958
H19 2.545 3.470 -5.980
H20 2.444 1.013 -5.768
H21 2.596 -0.046 -3.548
H22 1.079 -2.162 -4.238
H23 2.071 -4.099 -5.384
H24 3.511 -5.676 -4.140
H25 3.990 -5.273 -1.748
H26 2.984 -3.361 -0.591
H27 -0.142 -3.527 -1.072
H28 -1.131 -4.636 0.904
H29 -0.334 -4.036 3.152
H30 1.987 -2.897 2.330
H31 1.830 -0.719 1.380
N2 -1.605 3.520 1.508
C36 -2.158 2.603 1.084
C37 -4.774 -3.387 0.121
C38 -3.760 -3.095 1.020
C39 -3.178 -1.838 1.022
C40 -3.600 -0.868 0.130
C41 -4.650 -1.141 -0.737
C42 -5.221 -2.405 -0.748
As1 -3.115 1.013 0.519
C43 -4.011 0.978 2.266
C44 -3.315 1.297 3.427
C45 -3.945 1.262 4.662
C46 -5.282 0.905 4.743
C47 -5.981 0.575 3.591
C48 -5.349 0.605 2.360
C49 -4.296 2.051 -0.623
C50 -4.967 3.122 -0.036
C51 -5.709 3.996 -0.812
C52 -5.762 3.827 -2.188
C53 -5.085 2.775 -2.784
C54 -4.367 1.882 -2.001
H32 -5.229 -4.369 0.115
H33 -3.438 -3.830 1.743
H34 -2.395 -1.608 1.734
H35 -5.035 -0.383 -1.405
H36 -6.042 -2.613 -1.422
H37 -2.269 1.574 3.371
H38 -3.394 1.519 5.556
H39 -5.777 0.879 5.704
H40 -7.024 0.293 3.655
H41 -5.892 0.346 1.456
H42 -4.911 3.254 1.040
H43 -6.238 4.816 -0.345
H44 -6.322 4.523 -2.798
H45 -5.105 2.648 -3.858
H46 -3.862 1.052 -2.475

## Properties
- E_LUMO (eV) = -0.5
- maximum force (eV/A) = 1.10
- net charge = 0
- HOMO energy (eV) = -7.54
- orbital gap (eV) = 6.996
- ΔE to the lowest compared entry with this formula, charge and spin (kcal per mole) = 65.5
- spin multiplicity = 1
- electronic energy (Ha) = -12635.68358

=====

# 3
A molecular structure, C54H46CdN7OP2S5 in a non-equilibrium geometry, computed with the ωB97M-V functional and the def2-TZVPD basis.

CARTESIAN COORDINATES (ANGSTROEM)
Cd1 0.034 0.658 -0.359
C1 -0.410 -3.726 -1.283
C2 -0.122 -3.175 0.121
P1 1.735 -3.161 0.408
C3 1.779 -4.501 1.673
C4 1.427 -4.323 3.006
C5 1.396 -5.412 3.859
C6 1.713 -6.678 3.395
C7 2.083 -6.855 2.072
C8 2.122 -5.770 1.217
C9 2.037 -1.705 1.490
C10 3.388 -1.395 1.640
C11 3.790 -0.335 2.430
C12 2.841 0.443 3.073
C13 1.495 0.154 2.922
C14 1.087 -0.915 2.133
C15 -0.796 -2.629 -2.273
P2 0.430 -1.240 -2.399
C16 -0.489 -0.052 -3.452
C17 0.272 1.001 -3.967
C18 -0.312 2.005 -4.714
C19 -1.676 1.983 -4.951
C20 -2.440 0.942 -4.452
C21 -1.857 -0.070 -3.706
C22 1.634 -1.902 -3.619
C23 1.550 -1.683 -4.992
C24 2.520 -2.195 -5.836
C25 3.570 -2.943 -5.326
C26 3.648 -3.177 -3.963
C27 2.694 -2.648 -3.115
H1 -1.237 -4.439 -1.243
H2 0.468 -4.267 -1.647
H3 -0.592 -3.800 0.886
H4 -0.518 -2.158 0.202
H5 1.178 -3.338 3.378
H6 1.115 -5.271 4.893
H7 1.673 -7.524 4.063
H8 2.337 -7.837 1.704
H9 2.417 -5.900 0.184
H10 4.126 -2.015 1.145
H11 4.842 -0.120 2.549
H12 3.152 1.265 3.700
H13 0.759 0.751 3.443
H14 0.040 -1.186 2.115
H15 -1.716 -2.151 -1.920
H16 -0.964 -3.049 -3.273
H17 1.340 1.016 -3.786
H18 0.292 2.811 -5.105
H19 -2.130 2.768 -5.537
H20 -3.503 0.911 -4.641
H21 -2.484 -0.866 -3.339
H22 0.736 -1.105 -5.404
H23 2.453 -2.006 -6.897
H24 4.324 -3.339 -5.989
H25 4.457 -3.767 -3.561
H26 2.761 -2.813 -2.049
S1 3.755 6.987 -3.146
N1 2.183 6.676 -2.980
C28 2.034 5.424 -2.570
C29 0.803 4.754 -2.288
C30 -0.437 5.384 -2.427
C31 -1.577 4.676 -2.119
C32 -1.444 3.351 -1.700
N2 -0.280 2.746 -1.567
C33 0.846 3.414 -1.847
C34 2.124 2.728 -1.688
N3 2.119 1.452 -1.283
C35 3.260 0.815 -1.119
C36 4.503 1.403 -1.348
C37 4.542 2.710 -1.776
C38 3.337 3.400 -1.954
C39 3.283 4.759 -2.400
N4 4.310 5.541 -2.697
H27 -0.466 6.407 -2.771
H28 -2.556 5.124 -2.199
H29 -2.312 2.748 -1.464
H30 3.193 -0.215 -0.793
H31 5.409 0.839 -1.190
H32 5.469 3.221 -1.987
N5 -2.946 0.116 -0.335
C40 -1.956 0.294 0.412
H33 -3.853 -0.050 0.111
O1 -1.910 0.276 1.783
C41 -3.016 -0.015 2.694
C42 -3.547 -1.417 2.549
C43 -3.334 -2.356 1.585
C44 -4.019 -3.566 1.837
C45 -4.730 -3.534 2.990
S2 -4.570 -2.036 3.809
C46 -2.324 0.124 4.028
C47 -2.237 1.225 4.824
C48 -1.340 1.051 5.900
C49 -0.751 -0.172 5.891
S3 -1.291 -1.147 4.587
C50 -4.117 1.008 2.565
C51 -4.154 2.144 1.811
C52 -5.346 2.882 1.992
C53 -6.183 2.309 2.893
S4 -5.548 0.852 3.533
H34 -2.723 -2.209 0.714
H35 -3.979 -4.413 1.176
H36 -5.349 -4.290 3.427
H37 -2.801 2.126 4.656
H38 -1.146 1.804 6.643
H39 -0.026 -0.570 6.571
H40 -3.375 2.442 1.129
H41 -5.571 3.792 1.467
H42 -7.145 2.651 3.221
N6 -1.156 3.254 2.236
C54 -0.071 3.920 1.820
N7 -0.116 5.265 1.820
S5 1.288 3.118 1.291
H43 -1.937 3.735 2.654
H44 -1.138 2.243 2.270
H45 -0.876 5.765 2.253
H46 0.725 5.767 1.600

## Properties
- E_LUMO (eV) = -2.9
- maximum force (eV/A) = 1.24
- net charge = +1
- HOMO energy (eV) = -10.30
- orbital gap (eV) = 7.398
- ΔE to the lowest compared entry with this formula, charge and spin (kcal per mole) = 10.9
- spin multiplicity = 1
- electronic energy (Ha) = -5385.16922

=====

# 4
A molecular structure, C54H46N5O4Ta in a non-equilibrium geometry, computed with the ωB97M-V functional and the def2-TZVPD basis.

CARTESIAN COORDINATES (ANGSTROEM)
Ta1 -0.145 -0.831 0.456
C1 1.867 1.953 -5.011
C2 2.634 1.371 -3.840
C3 4.118 1.570 -3.994
O1 2.230 1.959 -2.607
C4 1.117 1.222 -2.197
C5 1.493 -0.246 -2.574
O2 2.284 -0.032 -3.708
C6 2.184 -1.254 -1.586
O3 1.422 -1.141 -0.340
C7 3.675 -1.051 -1.335
C8 4.580 -1.309 -2.362
C9 5.942 -1.214 -2.129
C10 6.419 -0.888 -0.864
C11 5.524 -0.680 0.172
C12 4.156 -0.770 -0.063
C13 2.016 -2.704 -2.080
C14 1.267 -3.058 -3.196
C15 1.142 -4.396 -3.562
C16 1.771 -5.388 -2.829
C17 2.545 -5.038 -1.728
C18 2.663 -3.709 -1.359
C19 0.574 1.677 -0.824
O4 -0.489 0.741 -0.500
C20 1.542 1.723 0.360
C21 0.968 1.682 1.645
C22 1.759 1.807 2.787
C23 3.121 2.013 2.662
C24 3.681 2.113 1.395
C25 2.907 1.957 0.252
C26 -0.053 3.063 -1.033
C27 0.546 4.231 -0.571
C28 -0.047 5.464 -0.819
C29 -1.240 5.541 -1.523
C30 -1.839 4.377 -1.989
C31 -1.247 3.147 -1.747
H1 2.052 3.025 -5.068
H2 0.792 1.785 -4.910
H3 2.200 1.479 -5.934
H4 4.317 2.634 -4.132
H5 4.474 1.022 -4.867
H6 4.649 1.220 -3.112
H7 0.285 1.440 -2.873
H8 0.560 -0.735 -2.861
H9 4.219 -1.589 -3.342
H10 6.637 -1.406 -2.938
H11 7.486 -0.820 -0.683
H12 5.887 -0.460 1.170
H13 3.467 -0.640 0.760
H14 0.813 -2.312 -3.836
H15 0.560 -4.653 -4.439
H16 1.683 -6.426 -3.129
H17 3.073 -5.798 -1.164
H18 3.295 -3.444 -0.518
H19 -0.114 1.729 1.745
H20 1.298 1.789 3.768
H21 3.738 2.133 3.544
H22 4.741 2.315 1.288
H23 3.362 2.055 -0.721
H24 1.483 4.198 -0.031
H25 0.432 6.366 -0.457
H26 -1.696 6.505 -1.714
H27 -2.766 4.428 -2.548
H28 -1.720 2.244 -2.116
C32 -5.383 2.146 -0.545
C33 -5.679 0.870 -1.014
C34 -4.768 -0.156 -0.865
C35 -3.543 0.089 -0.239
C36 -3.249 1.365 0.228
C37 -4.167 2.390 0.072
N1 -2.581 -0.963 -0.044
N2 -3.001 -2.105 -0.267
C38 -2.103 -3.161 -0.107
C39 -2.614 -4.437 -0.257
C40 -1.778 -5.528 -0.046
C41 -0.457 -5.325 0.323
C42 0.046 -4.033 0.455
C43 -0.765 -2.929 0.226
H29 -6.107 2.945 -0.653
H30 -6.628 0.675 -1.496
H31 -4.986 -1.147 -1.235
H32 -2.303 1.559 0.708
H33 -3.927 3.384 0.429
H34 -3.655 -4.558 -0.530
H35 -2.160 -6.534 -0.168
H36 0.196 -6.172 0.494
H37 1.087 -3.903 0.730
C44 -0.179 -2.050 4.816
C45 -0.147 -2.034 3.449
N3 -0.669 -1.012 2.739
C46 -1.307 -0.023 3.387
C47 -1.390 0.030 4.774
C48 -0.771 -0.989 5.488
C49 -2.027 1.158 5.489
C50 -3.228 1.709 5.312
C51 -4.363 1.253 4.481
C52 -5.524 2.014 4.454
C53 -6.598 1.508 3.742
N4 -6.549 0.329 3.130
C54 -5.397 -0.327 3.220
N5 -4.295 0.081 3.839
H38 0.268 -2.874 5.355
H39 0.310 -2.840 2.888
H40 -1.752 0.764 2.791
H41 -0.783 -0.970 6.572
H42 -1.421 1.562 6.294
H43 -3.472 2.554 5.945
H44 -5.590 2.956 4.981
H45 -7.534 2.053 3.668
H46 -5.353 -1.303 2.745

## Properties
- E_LUMO (eV) = -7.3
- maximum force (eV/A) = 2.47
- net charge = +2
- HOMO energy (eV) = -13.34
- orbital gap (eV) = 6.080
- spin multiplicity = 1
- electronic energy (Ha) = -2716.63803

=====

Look up the HOMO energy of the third one.
-10.30 eV

=====

Number 2 is which compound?
C54H46AsCl5N2O3P2PbSe2